No. 1
C12H10ClF5Sc as an isolated structure. Source: the OMol25 dataset; level of theory: ωB97M-V/def2-TZVPD.

Its HOMO energy is -0.104 hartree. The calculation puts the gap between HOMO and LUMO at 5.21 eV. The net charge is -1.

Last column: Mulliken charge in e.
Element x y z (Å)
C1 -2.7698 -0.9866 -0.1579  -0.5914
C2 -1.8794 -1.1594 -1.3026  -0.5512
C3 -1.4075 0.1150 -1.7516  -0.0265
H1 -1.5881 -2.0792 -1.8172  0.3520
C4 -1.9510 1.1043 -0.8837  -0.4291
C5 -2.8261 0.4668 0.1081  -0.5597
H2 -3.1521 0.9728 1.0197  0.6132
H3 -3.0780 -1.7942 0.4993  0.4818
H4 -0.8505 0.3162 -2.6940  0.4768
H5 -1.7127 2.1726 -1.0289  0.3318
Sc1 -0.9396 -0.5004 0.9449  0.3778
Cl1 0.1456 -2.4694 1.4458  -0.3865
C6 2.8142 0.2066 0.0300  -0.6153
C7 2.3338 1.4276 -0.5382  -0.5492
C8 1.8309 1.1364 -1.8380  -0.6706
H6 2.2244 2.3795 0.0036  0.4178
C9 1.9868 -0.2436 -2.0781  -0.5298
C10 2.6071 -0.8301 -0.9347  -0.6084
H7 2.7329 -1.9044 -0.7337  0.3738
H8 3.1121 0.0473 1.0859  0.3919
H9 1.2681 1.8380 -2.4435  0.4988
H10 1.5691 -0.8093 -2.8985  0.4988
F1 -0.8794 2.4377 1.7824  -0.3415
C11 -0.1296 1.3530 2.2023  0.3190
F2 1.1756 1.7693 2.3257  -0.2736
C12 -0.6546 0.7959 3.4892  0.7785
F3 -0.9022 1.7828 4.3624  -0.2737
F4 -1.8577 0.0912 3.3155  -0.2595
F5 0.2148 -0.0898 4.0519  -0.2462

No. 2
A 2-piece molecular cluster, CH3NSSi overall. Source: the OMol25 dataset; level of theory: ωB97M-V/def2-TZVPD.

Its HOMO energy (alpha / beta) is -0.389 / -0.390 hartree. The calculation puts the gap between HOMO and LUMO (alpha / beta) at 11.05 / 6.83 eV. The multiplicity is 3.

Last column: Mulliken spin population.
Element x y z (Å)
C1 0.3632 1.1796 -2.0130  0.7063
N1 0.2655 2.1428 -2.6070  -0.0142
Si1 -0.1899 -0.5955 1.0750  -0.0013
S1 0.5573 -1.3637 -0.7742  1.2573
H1 -0.0422 0.8485 1.0183  0.0054
H2 0.6257 -1.1967 2.1234  0.0156
H3 -1.5796 -1.0149 1.1775  0.0310

No. 3
C36H60DyOP2 as an isolated structure. Source: the OMol25 dataset; level of theory: ωB97M-V/def2-TZVPD.

Its HOMO energy (alpha / beta) is -0.360 / -0.360 hartree. The calculation puts the gap between HOMO and LUMO (alpha / beta) at 5.94 / 6.49 eV. The net charge is +1. The multiplicity is 6.

Last column: Mulliken spin population.
Element x y z (Å)
Dy1 0.0748 2.6123 0.2297  6.1910
C1 1.4588 1.4685 2.4827  -0.0352
C2 2.4189 1.9813 1.5789  0.1501
C3 0.8689 3.6467 2.0082  -0.1791
C4 0.4360 2.4393 2.6592  0.0148
C5 2.0524 3.3209 1.2582  -0.0052
C6 1.6359 0.3146 3.3795  0.0033
H1 2.5014 -0.2917 3.0892  0.0010
H2 0.7378 -0.3224 3.3516  -0.0095
H3 1.7618 0.6302 4.4351  0.0013
C7 -0.8065 2.1576 3.4207  0.1294
H4 -1.1369 1.1259 3.1832  0.0076
H5 -1.6181 2.8528 3.1784  -0.0032
H6 -0.6673 2.1694 4.5214  0.0042
C8 -0.1076 4.6629 1.5358  -0.0750
H7 -0.2891 5.4194 2.3004  -0.0095
H8 -1.1337 4.1639 1.3687  -0.0193
H9 0.2311 5.1264 0.5839  -0.0007
C9 2.7132 4.1137 0.2060  0.0065
H10 3.3551 4.9195 0.6032  -0.0082
H11 1.9946 4.5881 -0.4884  0.0186
H12 3.3851 3.4632 -0.3741  -0.0053
C10 3.7661 1.4121 1.3929  -0.0055
H13 4.4749 1.8663 2.1150  0.0020
H14 4.1496 1.5804 0.3782  -0.0009
H15 3.7652 0.3286 1.5835  -0.0012
C11 0.0175 -1.4622 -0.3723  0.0339
C12 1.1653 -1.7242 0.2783  -0.0220
C13 2.5751 -1.6967 -0.2599  -0.0054
C14 2.8937 -0.9982 -1.6230  0.0055
C15 2.5591 0.4345 -1.8510  -0.0057
C16 1.3686 0.9896 -2.2129  -0.0115
C17 -0.0251 0.4423 -2.1052  -0.1300
C18 -0.1400 -1.0899 -1.8236  -0.0457
H16 2.9433 -2.7381 -0.3444  0.0004
H17 2.5233 -1.6027 -2.4632  0.0001
H18 3.2211 -1.2175 0.4950  -0.0007
H19 0.5548 -1.6092 -2.4974  0.0016
H20 -0.8749 -1.3119 0.2464  0.0266
H21 1.1331 -1.8077 1.3761  -0.0074
H22 -1.1615 -1.3757 -2.1311  -0.0041
H23 -0.7399 0.9843 -1.4417  -0.0307
H24 1.4172 1.9542 -2.7454  -0.0045
H25 -0.4916 0.6549 -3.0975  0.0399
H26 3.9930 -1.0053 -1.7418  -0.0005
H27 3.3959 1.1335 -1.7215  -0.0002
P1 -0.1463 -0.0132 -5.2540  0.0023
P2 -0.1423 2.8406 -6.1228  0.0012
C19 -0.2692 0.1976 -7.1407  0.0003
C20 -0.7798 1.6063 -7.4222  0.0001
H28 -0.9817 -0.5624 -7.5144  -0.0001
H29 0.7249 -0.0068 -7.5905  0.0000
H30 -0.4439 1.9478 -8.4113  -0.0001
H31 -1.8809 1.6494 -7.4123  0.0001
C21 -0.9271 4.2686 -6.9833  0.0001
H32 -0.5759 5.1912 -6.5178  0.0000
H33 -2.0145 4.2002 -6.8668  0.0000
H34 -0.6828 4.2743 -8.0477  0.0000
C22 1.5414 2.9791 -6.8500  0.0000
H35 1.4933 2.9769 -7.9417  0.0001
H36 2.1813 2.1588 -6.5113  0.0000
H37 1.9823 3.9244 -6.5130  0.0000
C23 -1.8148 -0.7941 -5.0842  -0.0003
H38 -1.9472 -1.1708 -4.0591  0.0000
H39 -1.9083 -1.6260 -5.8020  0.0000
H40 -2.5964 -0.0418 -5.2838  0.0001
C24 0.9773 -1.4620 -5.3458  -0.0009
H41 1.8458 -1.2080 -5.9779  0.0000
H42 0.4443 -2.3245 -5.7672  0.0000
H43 1.3472 -1.7101 -4.3424  0.0007
C25 -2.3368 0.1859 6.8367  -0.0157
C26 -1.4295 -0.7418 6.0185  0.0159
C27 -0.4144 -1.4174 6.9452  -0.0265
C28 -2.2211 -1.7519 5.2044  -0.1103
C29 -3.2811 -2.4376 5.7620  0.0498
C30 -3.9223 -3.4620 5.0757  -0.2344
C31 -3.4326 -3.8800 3.8433  0.0681
C32 -2.3554 -3.2641 3.2336  -0.1247
C33 -1.7118 -3.8319 1.9805  -0.0210
C34 -0.3081 -4.3982 2.2598  -0.0229
C35 -2.5590 -4.9040 1.3141  0.0012
C36 -1.7830 -2.0706 3.8449  -0.1951
O1 -0.9608 -1.3488 3.2046  -0.3730
H44 -2.7959 -0.3550 7.6733  -0.0007
H45 -3.1353 0.6000 6.2134  0.0047
H46 -1.7476 1.0127 7.2537  -0.0008
H47 -0.8680 -0.1265 5.3011  -0.0022
H48 -0.9236 -1.9836 7.7314  0.0027
H49 0.2179 -2.1043 6.3810  0.0030
H50 0.2135 -0.6609 7.4223  -0.0002
H51 -3.6024 -2.1800 6.7696  -0.0071
H52 -4.7824 -3.9702 5.5162  -0.0049
H53 -3.8934 -4.7431 3.3486  -0.0061
H54 -1.5710 -2.9997 1.2811  -0.0172
H55 -0.3773 -5.2866 2.9049  0.0030
H56 0.1610 -4.6967 1.3123  -0.0001
H57 0.3360 -3.6560 2.7502  0.0003
H58 -3.5727 -4.5406 1.1444  -0.0003
H59 -2.1245 -5.1829 0.3513  -0.0003
H60 -2.5954 -5.8036 1.9393  -0.0003

No. 4
A 2-piece molecular cluster, C3H2BrNO2 overall. Source: the OMol25 dataset; level of theory: ωB97M-V/def2-TZVPD.

Its HOMO energy (alpha / beta) is -0.261 / -0.338 hartree. The calculation puts the gap between HOMO and LUMO (alpha / beta) at 7.63 / 5.34 eV. The multiplicity is 3.

Last column: Mulliken spin population.
Element x y z (Å)
C1 0.1779 -0.8311 -1.3006  0.1339
C2 0.4032 0.7479 0.6966  -0.0044
C3 -0.8287 1.1422 0.6193  0.0090
N1 0.2319 -1.3314 -0.2149  0.4403
O1 0.1355 -0.2498 -2.2870  0.1890
O2 1.5314 0.6330 0.8424  0.0063
Br1 0.9394 -2.6199 0.8319  1.2265
H1 -1.6321 0.4132 0.6938  -0.0002
H2 -0.9586 2.0959 0.1186  -0.0003

No. 5
C14H20B2N5OsS2 as an isolated structure. Source: the OMol25 dataset; level of theory: ωB97M-V/def2-TZVPD.

Its HOMO energy is -0.420 hartree. The calculation puts the gap between HOMO and LUMO at 5.87 eV. The net charge is +1.

Last column: Mulliken charge in e.
Element x y z (Å)
Os1 -0.8719 -0.5531 -0.7071  0.9884
C1 -2.1178 0.5429 -2.2189  -0.7182
C2 -2.0629 1.3702 -1.0738  -0.4507
C3 -0.7070 1.7210 -0.8274  -0.4756
C4 0.0801 1.1414 -1.8449  -0.4281
C5 -0.7920 0.4097 -2.7152  -0.3996
H1 -2.9973 0.0721 -2.6276  0.4451
H2 -2.9092 1.6277 -0.4577  0.4738
H3 -0.3387 2.3516 -0.0328  0.4806
H4 1.1459 1.2635 -1.9576  0.5976
H5 -0.4987 -0.1638 -3.5796  0.4378
C6 -2.7979 2.0856 2.8411  -0.9360
N1 -1.3696 1.8455 2.6548  0.2459
C7 -0.3737 2.7005 3.0602  -0.5914
C8 0.8017 2.0897 2.7733  -0.3085
N2 0.5342 0.8787 2.1824  0.4681
B1 1.6391 -0.2370 1.9452  -0.5188
N3 2.3766 -0.0750 0.5435  0.5522
C9 3.5176 0.6693 0.3652  -0.3563
C10 4.0338 0.3857 -0.8570  -0.4469
N4 3.2049 -0.5519 -1.4228  0.2411
C11 3.3809 -1.1772 -2.7315  -0.8237
C12 2.2024 -0.8058 -0.5653  -0.2963
S1 0.9011 -1.9288 -0.8752  -0.2963
C13 -0.7983 0.7507 2.1159  -0.1961
S2 -1.6867 -0.5851 1.4107  -0.3424
H6 -3.0600 3.0542 2.4212  0.3607
H7 -3.0360 2.0704 3.9024  0.3481
H8 -3.3582 1.3021 2.3395  0.3503
H9 -0.5880 3.6412 3.5358  0.4962
H10 1.8087 2.4034 2.9816  0.4785
H11 1.1285 -1.3100 2.0000  0.0210
H12 2.4777 -0.0435 2.7813  -0.1355
H13 3.8986 1.3086 1.1411  0.4828
H14 4.9163 0.7441 -1.3564  0.4657
H15 4.3537 -0.8891 -3.1183  0.3397
H16 2.6047 -0.8441 -3.4178  0.2867
H17 3.3378 -2.2588 -2.6334  0.3696
B2 -3.2724 -4.6376 -1.0379  0.3116
C14 -2.4840 -3.2981 -0.9086  -0.0331
N5 -1.9022 -2.3009 -0.8221  -0.1712
H18 -2.6082 -5.4789 -0.4807  -0.0992
H19 -3.3752 -4.8360 -2.2279  -0.1078
H20 -4.3385 -4.4552 -0.4976  -0.1101

No. 6
C29H47N6ORuSSi as an isolated structure. Source: the OMol25 dataset; level of theory: ωB97M-V/def2-TZVPD.

Its HOMO energy (alpha / beta) is -0.354 / -0.366 hartree. The calculation puts the gap between HOMO and LUMO (alpha / beta) at 6.37 / 6.64 eV. The net charge is +1. The multiplicity is 5.

Last column: Mulliken spin population.
Element x y z (Å)
Ru1 0.4987 -0.9811 0.1819  2.5651
N1 -2.5280 4.7750 -1.0617  0.0000
C1 -1.4973 3.6528 -1.1553  0.0023
C2 -0.5368 3.7506 0.0358  -0.0038
C3 -0.9271 2.8316 1.2105  0.0023
N2 -0.2234 1.5435 1.0594  0.0499
C4 -2.4605 2.7392 1.2928  0.0016
C5 -3.1034 2.0783 0.0594  -0.0040
N3 -3.1534 0.6570 0.3082  0.0024
C6 -2.2510 2.3413 -1.2051  0.0154
H1 -2.0974 5.6971 -1.1180  0.0000
H2 -3.0167 4.6901 -0.1698  0.0000
H3 -3.2120 4.6925 -1.8148  0.0000
H4 -0.9671 3.8270 -2.0907  0.0006
H5 -0.4622 4.7894 0.3727  -0.0001
H6 0.4582 3.4533 -0.2973  -0.0002
H7 -0.5886 3.3119 2.1369  0.0019
H8 -0.5618 0.8829 1.7522  -0.0216
H9 0.7580 1.7014 1.2594  0.0163
H10 -2.8561 3.7486 1.4621  -0.0001
H11 -2.7383 2.1594 2.1750  -0.0007
H12 -4.1125 2.5036 -0.0928  0.0002
H13 -3.4842 0.1129 -0.4788  -0.0006
H14 -3.7108 0.4287 1.1229  -0.0002
H15 -2.8625 2.2780 -2.1080  0.0000
H16 -1.5191 1.5396 -1.2530  -0.0138
C7 2.1835 -2.3785 -2.8882  0.0107
C8 2.9732 -1.5855 -1.8929  0.0083
C9 4.3479 -1.4905 -2.0030  0.0036
C10 5.0604 -0.7757 -1.0404  0.0113
C11 4.4080 -0.2354 0.0418  0.0014
C12 3.0149 -0.4070 0.1443  -0.0152
N4 2.3248 -0.9829 -0.8823  0.0089
N5 2.2144 -0.1115 1.1949  0.0748
Si1 2.7942 0.3827 2.7585  0.0045
C13 3.9393 -0.9332 3.4832  0.0035
C14 3.6844 2.0551 2.7435  0.0038
C15 1.2721 0.5985 3.8588  -0.0039
H17 2.8195 -3.1327 -3.3470  0.0007
H18 1.7977 -1.7312 -3.6736  0.0004
H19 1.3315 -2.8574 -2.4110  -0.0035
H20 4.8506 -1.9830 -2.8223  0.0003
H21 6.1349 -0.6767 -1.1300  0.0005
H22 4.9431 0.2765 0.8279  -0.0009
H23 4.9666 -0.8206 3.1326  0.0002
H24 3.6035 -1.9347 3.2057  -0.0001
H25 3.9541 -0.8743 4.5731  0.0002
H26 4.6574 2.0125 2.2517  -0.0006
H27 3.8570 2.3649 3.7771  0.0003
H28 3.1048 2.8419 2.2546  0.0003
H29 0.4717 -0.0941 3.5892  0.0114
H30 0.8849 1.6196 3.8238  0.0009
H31 1.5474 0.3932 4.8957  -0.0002
C16 0.5150 -3.8416 1.4105  0.1157
C17 -0.5890 -2.9904 2.0844  -0.1561
C18 -1.9610 -3.6176 1.7777  0.0840
C19 -0.3539 -2.9884 3.6060  0.0790
N6 -0.5434 -1.6521 1.5941  1.1706
H32 0.5219 -4.8544 1.8163  0.0074
H33 1.4962 -3.3913 1.5872  -0.0268
H34 0.3262 -3.9006 0.3348  -0.0128
H35 -1.9981 -4.6421 2.1469  0.0034
H36 -2.1325 -3.6116 0.6998  -0.0072
H37 -2.7522 -3.0387 2.2563  -0.0044
H38 -0.4472 -4.0003 4.0002  0.0028
H39 -1.0874 -2.3480 4.0981  -0.0093
H40 0.6426 -2.6076 3.8371  -0.0067
C20 -2.6820 2.1319 -7.8861  0.0007
C21 -3.2587 0.9900 -8.6845  0.0016
O1 -3.4355 1.0343 -9.8667  0.0011
S1 -3.8668 -0.4775 -7.8244  0.0004
C22 -3.0351 -0.5453 -6.2555  0.0298
C23 -1.6484 -0.6565 -6.1757  -0.0151
C24 -1.0394 -0.8139 -4.9462  0.0284
C25 -1.7936 -0.9234 -3.7693  -0.0241
C26 -3.1850 -0.8110 -3.8680  0.0370
C27 -3.7962 -0.6121 -5.0940  -0.0148
C28 -1.1402 -1.1340 -2.5170  0.1630
C29 -0.6228 -1.3293 -1.4266  -0.1860
H41 -1.8485 2.5643 -8.4378  0.0001
H42 -2.3665 1.8463 -6.8910  0.0000
H43 -3.4644 2.8892 -7.8074  0.0000
H44 -1.0511 -0.6406 -7.0783  -0.0002
H45 0.0371 -0.8741 -4.8908  0.0028
H46 -3.7890 -0.9007 -2.9727  0.0015
H47 -4.8733 -0.5328 -5.1673  -0.0003

| no. | maximum force (eV/A) |
| --- | --- |
| 1 | 3.424 |
| 2 | 3.507 |
| 3 | 5.084 |
| 4 | 6.795 |
| 5 | 0.421 |
| 6 | 0.914 |